<a>
{"formula": "C5H10OS", "method": "ωB97M-V with the def2-TZVPD basis set", "e_lumo_ha": 0.0326, "homo_ev": -8.80, "gap_ev": 9.692, "smiles": "C=CO[C@H](C)SC", "total_charge": 0, "elements": ["C", "C", "C", "C", "C", "H", "H", "H", "H", "H", "H", "H", "H", "H", "H", "O", "S"], "coordinates": [[0.292, -1.950, 0.685], [-1.299, 0.391, -0.018], [-0.652, 0.995, 1.161], [0.340, 0.866, -1.784], [1.475, 0.536, -1.131], [0.170, -2.978, 1.022], [1.159, -1.843, -0.054], [0.484, -1.390, 1.567], [-2.375, 0.620, 0.034], [-0.762, 2.120, 1.136], [0.421, 0.811, 1.263], [-1.161, 0.557, 2.037], [0.270, 1.044, -2.860], [1.434, 0.358, -0.099], [2.404, 0.358, -1.627], [-0.926, 0.989, -1.239], [-1.275, -1.483, -0.093]]}


<b>
{"formula": "C5H10OS", "method": "ωB97M-V with the def2-TZVPD basis set", "e_lumo_ha": 0.0335, "homo_ev": -8.53, "gap_ev": 9.447, "smiles": "CSCCCC=O", "total_charge": 0, "elements": ["O", "C", "C", "C", "C", "S", "C", "H", "H", "H", "H", "H", "H", "H", "H", "H", "H"], "coordinates": [[2.111, -1.059, 0.862], [1.295, -1.600, 1.575], [-0.186, -1.506, 1.228], [-0.530, -1.245, -0.237], [-0.063, 0.082, -0.837], [-0.991, 1.487, -0.001], [-0.264, 2.820, -1.032], [1.666, -1.888, 2.576], [-0.576, -2.470, 1.608], [-0.741, -0.770, 1.851], [-1.644, -1.263, -0.247], [-0.319, -2.095, -0.882], [-0.302, 0.116, -1.903], [1.020, 0.181, -0.754], [0.806, 2.739, -0.941], [-0.806, 3.713, -0.750], [-0.476, 2.760, -2.119]]}


<c>
{"formula": "C5H10OS", "method": "ωB97M-V with the def2-TZVPD basis set", "e_lumo_ha": 0.0323, "homo_ev": -8.70, "gap_ev": 9.576, "smiles": "C=CO[C@@H](C)SC", "total_charge": 0, "elements": ["C", "C", "C", "C", "C", "H", "H", "H", "H", "H", "H", "H", "H", "H", "H", "O", "S"], "coordinates": [[-1.576, 0.189, 1.409], [-0.280, -1.068, -0.740], [0.765, -1.777, 0.085], [0.715, 1.092, -0.595], [0.958, 2.300, -1.113], [-1.933, 1.197, 1.283], [-0.519, 0.242, 1.694], [-2.094, -0.272, 2.265], [-0.568, -1.686, -1.591], [1.676, -1.923, -0.540], [1.030, -1.200, 0.976], [0.415, -2.738, 0.384], [1.124, 0.900, 0.394], [1.535, 3.031, -0.562], [0.489, 2.537, -2.054], [0.236, 0.081, -1.345], [-1.975, -0.904, 0.049]]}


<d>
{"formula": "C5H10OS", "method": "ωB97M-V with the def2-TZVPD basis set", "e_lumo_ha": 0.0353, "homo_ev": -8.72, "gap_ev": 9.678, "smiles": "CSCCCC=O", "total_charge": 0, "elements": ["O", "C", "C", "C", "C", "S", "C", "H", "H", "H", "H", "H", "H", "H", "H", "H", "H"], "coordinates": [[1.047, -2.187, 2.674], [0.916, -1.045, 2.337], [-0.395, -0.393, 1.974], [-0.254, 0.739, 0.970], [0.133, 0.235, -0.425], [-0.976, 0.997, -1.651], [-0.297, 0.295, -3.161], [1.801, -0.365, 2.266], [-0.896, -0.083, 2.903], [-1.045, -1.177, 1.573], [-1.211, 1.255, 0.919], [0.482, 1.478, 1.284], [1.134, 0.583, -0.683], [0.140, -0.853, -0.519], [-0.936, 0.651, -3.977], [0.712, 0.654, -3.339], [-0.356, -0.787, -3.145]]}


Name the most stable of them. <d>.


<a>
{"formula": "C5H10OS", "method": "ωB97M-V with the def2-TZVPD basis set", "e_lumo_ha": 0.0316, "homo_ev": -8.69, "gap_ev": 9.554, "smiles": "CSCCCC=O", "total_charge": 0, "elements": ["O", "C", "C", "C", "C", "S", "C", "H", "H", "H", "H", "H", "H", "H", "H", "H", "H"], "coordinates": [[-2.843, -1.488, -0.440], [-2.156, -1.579, 0.538], [-0.699, -1.197, 0.620], [-0.134, -0.589, -0.642], [1.354, -0.248, -0.532], [1.770, 0.945, 0.736], [0.962, 2.416, 0.091], [-2.593, -1.929, 1.504], [-0.633, -0.496, 1.451], [-0.133, -2.089, 0.927], [-0.671, 0.323, -0.878], [-0.270, -1.229, -1.515], [1.683, 0.126, -1.490], [1.889, -1.166, -0.281], [-0.109, 2.282, -0.004], [1.371, 2.711, -0.878], [1.213, 3.206, 0.791]]}


<b>
{"formula": "C5H10OS", "method": "ωB97M-V with the def2-TZVPD basis set", "e_lumo_ha": [-0.0163, -0.0163], "homo_ev": [-8.83, -8.83], "gap_ev": [8.384, 8.386], "total_charge": 0, "elements": ["C", "C", "C", "C", "C", "O", "S", "H", "H", "H", "H", "H", "H", "H", "H", "H", "H"], "coordinates": [[-0.388, -0.146, 1.187], [0.168, -0.490, -0.277], [0.969, 0.514, -1.161], [-1.004, -1.171, -1.114], [0.839, 1.803, -1.087], [-1.075, -0.480, 4.066], [-1.373, -1.447, 2.971], [0.499, 0.408, 1.758], [-1.381, 0.375, 1.348], [0.952, -1.269, -0.137], [1.498, -0.057, -1.824], [-1.069, -1.976, -0.496], [-0.865, -1.488, -2.116], [-1.982, -0.504, -1.016], [-0.250, -2.186, 2.962], [1.483, 2.510, -1.697], [0.282, 2.301, -0.238]]}


Name the most stable of them. <a>.